13
Properties=species:S:1:pos:R:3:lowdin_charge:R:1 method="wB97M-V/def2-TZVPD" e_homo_ev=-14.137 energy_ha=-248.75526 lumo_energy_ha=-0.1820 charge=+1 orbital_gap_ha=0.3376
C 0.7783 -0.5556 -0.2336 -0.133
C 0.1913 0.8058 -0.5885 -0.175
C -0.5342 1.6994 0.2999 -0.280
O -1.7170 1.9335 0.2476 0.095
N -0.2643 -1.4123 0.5259 0.151
H 1.0482 -1.0761 -1.1349 0.119
H 1.7272 -0.3354 0.2852 0.142
H 0.9904 1.3869 -1.1257 0.158
H -0.4259 0.6497 -1.5036 0.141
H -0.0880 1.9400 1.2685 0.132
H -0.2134 -1.4417 1.5763 0.180
H -1.2375 -1.0987 0.5345 0.143
H -0.2551 -2.4957 -0.1516 0.327

29
Properties=species:S:1:pos:R:3:lowdin_spin:R:1 method="wB97M-V/def2-TZVPD" e_homo_ev="-2.466 / -2.465" multiplicity=2 energy_ha=-4348.33439 s2=0.7509 lumo_energy_ha="0.0595 / 0.0445" charge=-1 orbital_gap_ha="0.1501 / 0.1351"
C -0.5448 1.9988 0.5267 -0.001
C -1.4085 1.7461 1.6169 0.000
C -0.6013 1.6053 2.7848 0.001
H -2.4999 1.6707 1.5525 0.000
C 0.7650 1.6721 2.3719 0.000
C 0.8008 1.9473 0.9758 -0.002
H 1.6802 2.2122 0.3870 0.000
H -0.8545 2.3119 -0.4726 0.000
H -0.9565 1.5356 3.8186 0.000
H 1.6421 1.5770 3.0138 0.000
Yb -0.4152 -0.7992 1.9499 1.005
Br -2.9994 -1.5963 1.1120 -0.001
C 0.6310 -1.5003 -2.7590 0.000
C 1.5382 -0.4106 -2.6376 0.000
C 0.7872 0.7993 -2.6346 0.000
H 2.6296 -0.4861 -2.5830 0.000
C -0.5840 0.4697 -2.8849 0.000
C -0.6854 -0.9622 -2.9093 0.000
H -1.6180 -1.5195 -2.9728 0.000
H 0.8732 -2.5574 -2.6893 0.000
H 1.1867 1.8076 -2.4543 0.000
H -1.3864 1.1838 -3.0347 0.000
C 2.2302 -3.8415 2.3315 0.000
C 1.5399 -2.5317 2.0493 0.000
O 0.7567 -2.4986 1.0190 -0.001
O 1.5682 -1.5200 2.8564 -0.001
H 1.6030 -4.6615 1.9938 0.000
H 2.4251 -3.9446 3.3986 0.000
H 3.2012 -3.8816 1.8360 0.000

79
Properties=species:S:1:pos:R:3:lowdin_charge:R:1 method="wB97M-V/def2-TZVPD" e_homo_ev=-7.015 energy_ha=-4019.47077 lumo_energy_ha=0.0123 charge=0 orbital_gap_ha=0.2701
Al -0.5074 -0.5921 -0.7810 -0.573
C 1.5283 1.0296 -2.6556 -0.260
P 0.0315 1.8225 -1.8830 1.058
C 0.8194 3.4441 -1.5029 -0.323
C 1.6944 3.5157 -0.4183 -0.105
C 2.4139 4.6755 -0.1706 -0.083
C 2.2695 5.7762 -1.0010 -0.091
C 1.3976 5.7140 -2.0785 -0.082
C 0.6762 4.5564 -2.3311 -0.077
C -1.2085 2.3082 -3.1225 -0.410
C -2.3124 2.9646 -2.5739 -0.137
C -3.3715 3.3478 -3.3770 -0.084
C -3.3379 3.0686 -4.7371 -0.086
C -2.2455 2.4152 -5.2859 -0.078
C -1.1793 2.0347 -4.4826 -0.098
C 2.1825 0.3576 -1.4801 -0.379
C 3.4693 0.3777 -1.0005 -0.053
C 3.4660 -0.3400 0.2267 -0.051
C 2.1755 -0.7577 0.4418 -0.371
C 1.5582 -1.4945 1.5920 -0.235
P -0.1363 -0.7852 1.7942 1.085
C 0.2427 0.6644 2.8296 -0.326
C 0.5928 0.5667 4.1746 -0.080
C 0.9982 1.6955 4.8676 -0.081
C 1.0603 2.9262 4.2251 -0.079
C 0.6889 3.0340 2.8937 -0.073
C 0.2720 1.9061 2.2014 -0.091
C -0.9784 -1.9306 2.9314 -0.347
C -0.3849 -3.0478 3.5106 -0.097
C -1.1286 -3.8873 4.3300 -0.089
C -2.4685 -3.6240 4.5698 -0.086
C -3.0700 -2.5138 3.9898 -0.071
C -2.3311 -1.6751 3.1728 -0.090
N 1.3812 -0.3487 -0.6049 -0.047
H 2.1846 1.7636 -3.1185 0.098
H 1.2183 0.2982 -3.4041 0.032
H 1.8261 2.6521 0.2228 0.087
H 3.0913 4.7165 0.6737 0.105
H 2.8373 6.6783 -0.8114 0.101
H 1.2826 6.5702 -2.7314 0.103
H 0.0016 4.5252 -3.1751 0.101
H -2.3404 3.1548 -1.5060 0.106
H -4.2300 3.8473 -2.9466 0.105
H -4.1705 3.3570 -5.3663 0.101
H -2.2310 2.1931 -6.3454 0.103
H -0.3346 1.5137 -4.9124 0.100
H 4.3215 0.8570 -1.4572 0.099
H 4.3105 -0.4891 0.8823 0.096
H 2.1424 -1.3650 2.5031 0.099
H 1.4719 -2.5661 1.3797 0.073
H 0.5430 -0.3921 4.6785 0.106
H 1.2647 1.6201 5.9145 0.103
H 1.3981 3.8006 4.7665 0.103
H 0.7162 3.9938 2.3928 0.103
H -0.0452 1.9779 1.1662 0.074
H 0.6624 -3.2674 3.3400 0.097
H -0.6547 -4.7469 4.7878 0.102
H -3.0436 -4.2789 5.2115 0.103
H -4.1189 -2.3161 4.1691 0.107
H -2.7954 -0.8199 2.6958 0.081
S -2.6809 -0.0101 -0.1752 0.138
S -3.6971 -0.3066 -1.9507 -0.023
S -2.7370 -1.9438 -2.7288 -0.016
S -0.8382 -1.2120 -3.0481 0.220
C 0.4783 -5.7968 -0.6960 -0.027
N 0.4619 -4.3422 -0.7595 -0.103
C 1.6159 -3.7038 -1.3835 -0.006
C -0.5974 -3.6454 -0.3596 -0.427
C -1.8170 -4.3641 0.1295 0.036
O -0.6024 -2.4011 -0.3765 -0.131
H 1.5072 -6.1322 -0.7951 0.093
H -0.1088 -6.2439 -1.5017 0.102
H 0.0896 -6.1522 0.2561 0.090
H 1.7207 -4.0680 -2.4064 0.106
H 2.5250 -3.9280 -0.8236 0.102
H 1.4776 -2.6290 -1.4121 0.061
H -2.1462 -5.1045 -0.5998 0.097
H -2.6028 -3.6288 0.2809 0.095
H -1.6147 -4.8701 1.0755 0.091

43
Properties=species:S:1:pos:R:3:lowdin_spin:R:1 method="wB97M-V/def2-TZVPD" e_homo_ev="-4.190 / -3.450" multiplicity=2 energy_ha=-2875.67784 s2=0.7792 lumo_energy_ha="0.0860 / 0.0861" charge=-1 orbital_gap_ha="0.2400 / 0.2129"
Mn 0.0327 -1.0673 -0.6063 1.011
O -1.3479 -0.8614 3.2261 0.007
C -1.1206 -0.9624 2.0329 0.003
N 0.0696 -1.1007 1.3838 0.001
C 1.2957 -1.1307 1.9772 -0.001
O 1.5970 -1.1277 3.1605 -0.004
C 2.3862 -1.1503 0.9156 -0.009
C 3.7243 -1.2182 1.2583 0.001
C 4.6728 -1.2082 0.2478 -0.009
C 4.2486 -1.1263 -1.0723 0.001
C 2.8915 -1.0591 -1.3399 -0.006
N 1.9829 -1.0629 -0.3630 -0.005
C -2.2769 -0.8380 1.0361 0.000
C -3.5839 -0.7921 1.4835 -0.001
C -4.5994 -0.6782 0.5462 0.000
C -4.2729 -0.6063 -0.7988 0.000
C -2.9374 -0.6545 -1.1705 0.001
N -1.9670 -0.7574 -0.2662 -0.002
H 3.9811 -1.2844 2.3066 0.000
H 5.7281 -1.2719 0.4822 -0.001
H 4.9569 -1.1299 -1.8896 0.000
H 2.4845 -1.0252 -2.3436 0.000
H -3.7680 -0.8579 2.5466 0.000
H -5.6358 -0.6550 0.8606 0.000
H -5.0381 -0.5370 -1.5595 0.000
H -2.6145 -0.6448 -2.2022 0.000
C -0.2182 3.6443 -1.0618 0.000
N 0.1744 3.0657 0.2132 -0.002
C 0.3064 3.8703 1.4191 0.000
C 0.3068 1.7339 0.2866 -0.002
O 0.1410 1.0002 -0.6815 0.003
H -0.2137 4.7281 -0.9768 0.000
H -1.2139 3.3054 -1.3531 0.000
H 0.4755 3.3371 -1.8436 0.000
H 0.1816 4.9177 1.1575 0.000
H 1.2923 3.7461 1.8682 0.000
H -0.4498 3.6088 2.1611 0.000
H 0.5699 1.3554 1.2813 0.000
O 0.3363 -3.5617 -3.4054 0.002
S -0.4732 -2.7551 -2.5154 0.003
O -0.0863 -1.2729 -2.6271 0.005
O -0.1084 -3.0099 -1.0554 0.005
O -1.9104 -2.9059 -2.7189 -0.001